# 1
Here is a 14-piece molecular cluster, C3H31O15 overall from the Open Molecules 2025 dataset. Energies are from ωB97M-V/def2-TZVPD.

Gap between HOMO and LUMO   0.3690 Ha
LUMO level   2.5548 eV
Net charge   -1
M   307.27 Da

CARTESIAN COORDINATES (ANGSTROEM)
O 1.604 0.441 0.675
C 0.356 0.678 0.472
O -0.367 1.355 1.223
C -0.183 0.173 -0.829
C -0.220 1.292 -1.913
H 0.306 -0.713 -1.232
H -1.190 -0.250 -0.780
H 0.294 1.003 -2.828
H -1.243 1.468 -2.234
H 0.182 2.187 -1.453
H -1.569 1.176 3.359
H -2.135 0.048 2.580
O -2.375 0.645 3.298
H -1.114 -2.538 0.575
H -1.869 -3.011 -0.581
O -1.950 -2.353 0.127
H 2.616 -2.318 0.301
H 1.619 -1.267 -0.213
O 1.994 -2.147 -0.420
H 2.218 1.910 1.559
H 1.305 2.963 2.147
O 2.211 2.641 2.212
H 0.320 -1.526 -3.767
H -0.970 -1.472 -2.997
O -0.562 -1.938 -3.738
H 3.000 -0.245 -3.058
H 2.385 -1.645 -2.414
O 2.520 -1.075 -3.175
H 0.422 0.428 3.026
H 1.733 0.959 3.525
O 1.038 0.327 3.765
H -3.742 -0.591 1.586
H -3.447 -1.006 0.094
O -4.137 -0.748 0.728
H 0.344 -3.706 -1.127
H -0.121 -3.406 -2.490
O -0.374 -3.963 -1.730
H -4.084 1.363 0.223
H -3.011 2.011 1.038
O -3.668 2.224 0.355
H 2.800 -0.470 1.802
H 2.527 -1.298 3.032
O 3.147 -1.229 2.296
H 3.651 0.068 -0.864
H 3.088 1.383 -1.297
O 3.812 0.778 -1.499
H -3.326 3.094 -1.249
H -1.934 3.839 -1.512
O -2.729 3.489 -1.913

Atomic partial charges in e from the Mulliken method, atoms 1 to 2:
1 O -0.65
2 C -0.02

# 2
Here is a 12-piece molecular cluster, C3H33N2O11S2 overall from the Open Molecules 2025 dataset. Energies are from ωB97M-V/def2-TZVPD.

Gap between HOMO and LUMO   0.3464 Ha
LUMO level   -2.4706 eV
Net charge   +1
M   337.43 Da

CARTESIAN COORDINATES (ANGSTROEM)
S 0.596 1.012 3.713
S 0.662 1.242 1.771
C -0.854 0.699 0.864
C -0.576 -0.540 0.027
C -1.304 -0.396 -1.315
N -1.087 -1.661 -2.010
N -0.966 -1.785 0.749
H 1.071 -0.213 4.031
H -0.681 1.553 0.202
H -1.786 0.788 1.418
H 0.495 -0.557 -0.174
H -0.961 0.500 -1.821
H -2.370 -0.365 -1.062
H -0.320 -1.666 -2.671
H -1.927 -2.010 -2.446
H -1.335 -2.289 -0.095
H -1.729 -1.596 1.395
H -0.154 -2.346 1.027
H 2.432 -2.556 0.502
H 1.582 -3.237 -0.515
O 1.545 -2.900 0.388
H 2.697 -0.428 -0.907
H 3.509 -0.061 -2.132
O 3.334 -0.800 -1.525
H 0.906 -1.487 -4.862
H 0.230 -0.142 -4.827
O 0.123 -1.042 -4.495
H -3.263 -3.668 1.742
H -4.508 -2.948 1.737
O -3.564 -2.749 1.660
H -0.303 2.371 -4.625
H 1.267 2.656 -4.749
O 0.584 2.074 -4.415
H 4.064 1.809 -2.098
H 2.636 2.367 -2.576
O 3.323 1.710 -2.699
H 3.226 -0.545 2.729
H 3.431 -1.652 1.841
O 2.696 -1.240 2.312
H -4.767 2.640 0.720
H -3.480 3.218 0.180
O -3.839 2.420 0.585
H -2.344 3.005 2.353
H -1.007 3.512 1.862
O -1.898 3.810 2.060
H -2.740 0.951 4.408
H -3.528 -0.059 3.544
O -3.194 0.841 3.566
H 2.184 -3.239 -4.450
H 3.347 -2.350 -4.213
O 2.578 -2.427 -4.791

Atomic partial charges in e from the Mulliken method, atoms 1 to 2:
1 S -0.20
2 S -0.02

# 3
Here is C3H33NO15 as an isolated structure from the Open Molecules 2025 dataset. Energies are from ωB97M-V/def2-TZVPD.

Gap between HOMO and LUMO   0.3675 Ha
LUMO level   -0.0138 eV
M   323.29 Da

CARTESIAN COORDINATES (ANGSTROEM)
C 0.673 -2.117 0.877
N -0.397 -1.980 -0.114
C -0.266 -0.976 -1.034
O -1.358 -0.724 -1.712
O 0.830 -0.463 -1.314
C 0.517 -3.411 1.633
H 0.604 -1.307 1.636
H 1.624 -1.726 0.527
H -1.326 -2.134 0.254
H -1.310 0.158 -2.390
H 0.163 -4.251 1.017
H 1.462 -3.762 2.065
H -0.186 -3.375 2.484
H -0.776 3.711 -0.479
H -1.037 2.557 0.437
O -1.527 3.288 -0.047
H 3.248 -0.931 -2.590
H 2.414 0.201 -3.176
O 3.057 0.031 -2.480
H 1.305 2.152 -1.782
H 1.137 2.432 -3.283
O 0.705 2.555 -2.422
H -3.564 -2.025 -0.965
H -3.290 -0.605 -0.932
O -3.629 -1.297 -0.333
H -1.710 0.120 3.540
H -0.549 0.325 2.646
O -0.740 0.115 3.563
H 1.948 -0.407 0.175
H 3.238 0.068 -0.644
O 2.914 -0.378 0.170
H -2.563 2.200 -0.793
H -3.921 2.304 -1.526
O -3.178 1.708 -1.394
H -3.363 -0.726 1.639
H -2.902 0.570 1.069
O -2.957 0.109 1.920
H -2.335 1.339 -2.794
H -0.859 1.808 -2.996
O -1.484 1.112 -3.324
H -0.034 0.618 0.670
H 0.807 1.728 1.132
O -0.147 1.466 1.140
H 2.773 -1.984 -1.160
H 2.057 -2.989 -1.926
O 2.942 -2.590 -1.917
H 0.971 1.483 3.492
H 0.479 0.214 4.007
O 1.291 0.580 3.622
H 2.594 1.194 1.789
H 3.234 2.017 0.751
O 2.419 1.994 1.273

Atomic partial charges in e from the Mulliken method, atoms 1 to 2:
1 C 0.81
2 N 0.20

> Look up the LUMO level of the third one.

-0.0138 eV